Entry from the Open Molecules 2025 dataset: one molecule with the formula C2H5N3OS (the ωB97M-V functional and the def2-TZVPD basis).

Last columns: bonded neighbours and bond lengths (Å).
CARTESIAN COORDINATES (ANGSTROEM)
1 C 0.68 -0.82 -0.15  C2 1.450, H5 1.059, N9 1.302
2 C 0.13 0.52 -0.06  C1 1.450, N10 1.416, O11 1.236
3 H 2.57 0.86 0.12  N8 1.033
4 H 3.88 -0.33 0.30  N8 1.072
5 H 0.13 -1.71 -0.27  C1 1.059
6 H -1.57 1.70 0.21  N10 0.999
7 H -2.43 -0.70 1.26  S12 1.336
8 N 2.83 -0.13 0.19  H3 1.033, H4 1.072, N9 1.315
9 N 1.96 -1.08 -0.08  C1 1.302, N8 1.315
10 N -1.26 0.75 0.09  C2 1.416, H6 0.999, S12 1.678
11 O 0.86 1.51 -0.14  C2 1.236
12 S -2.44 -0.43 -0.04  H7 1.336, N10 1.678

The value obtained for the relative energy (zero: lowest compared OMol25 entry of this formula, charge and spin) is 52.9 kcal/mol. The orbital gap is 0.3524 Ha. As for the net charge: 0. The total energy comes out at -716.856335 a.u. As for the largest force on an atom: 0.0535 Eh/bohr.